Density functional theory data (ωB97M-V/def2-TZVPD) for 2 unconnected molecules or ions with the total composition C36H51Br2NO4 in a non-equilibrium geometry.

Each line ends with the Mulliken charge.
Positions of all 94 atoms, in Å:
C1 6.213540 -0.700576 3.914852  -0.89
C2 6.781885 0.357740 2.885794  -0.53
C3 5.673934 1.437410 2.526892  -0.35
O1 4.358606 0.899541 2.711470  -0.21
C4 3.515258 1.091729 1.579079  -0.69
C5 2.031934 1.401240 2.003688  1.06
C6 1.224314 0.446383 2.780493  -1.17
C7 -0.174496 0.715063 3.140785  -0.35
C8 -0.876346 1.960286 2.751077  0.30
C9 -2.380465 2.196387 3.109488  -0.87
C10 -3.229590 1.205393 2.170888  -0.41
C11 -3.719117 -0.023989 3.025098  -0.48
C12 -4.461201 -1.050684 2.076213  -0.90
C13 -3.521551 -2.250378 1.596505  -0.32
C14 -3.757137 -2.399615 0.029133  -0.66
C15 -2.719601 -3.362441 -0.672718  -1.02
C16 -1.213223 -2.851401 -0.578285  0.63
C17 -0.199765 -4.047451 -0.284072  -0.93
C18 0.813509 -4.260435 -1.482594  -0.30
C19 0.414602 -5.577479 -2.317787  -0.68
C20 1.500725 -6.691875 -2.048301  -0.68
O2 1.691751 -6.959173 -0.651275  -0.37
C21 0.789748 -7.979699 -0.182842  -0.68
C22 -0.064669 2.914319 1.981570  0.67
C23 1.345079 2.645004 1.619224  -0.14
C24 2.072730 3.761292 0.760659  0.30
O3 3.201459 4.138180 0.962864  -0.55
C25 1.171381 4.388397 -0.365884  -0.34
C26 1.633649 4.700548 -1.709679  -0.51
C27 0.643076 5.237276 -2.663092  -0.52
C28 -0.764591 5.454678 -2.312791  0.04
N1 -1.762632 5.941634 -3.253779  -0.66
C29 -2.356870 4.878337 -3.730301  0.72
C30 -1.966402 4.296887 -5.153269  -1.10
C31 -3.494006 4.102997 -2.986977  -0.87
C32 -1.225351 5.169523 -0.929843  -0.43
C33 -0.241899 4.640205 -0.003975  1.20
C34 -0.670103 4.269579 1.460354  -0.68
O4 -1.373700 4.992894 2.124269  -0.58
H1 5.578264 -0.163990 4.669800  0.22
H2 5.576245 -1.443398 3.362159  0.21
H3 7.021118 -1.216117 4.507383  0.35
H4 7.710467 0.808931 3.331120  0.35
H5 7.078047 -0.172472 1.936106  0.24
H6 5.807989 2.278368 3.270675  0.27
H7 5.892204 1.797658 1.490673  0.28
H8 3.445892 0.119734 0.995116  0.28
H9 3.866021 1.863135 0.851460  0.28
H10 1.655189 -0.528805 3.107538  0.44
H11 -0.774615 -0.041267 3.704369  0.34
H12 -2.732851 3.228324 2.871616  0.26
H13 -2.593558 2.021663 4.200815  0.48
H14 -2.655736 0.890443 1.260001  0.14
H15 -4.153803 1.733816 1.801026  0.44
H16 -2.854507 -0.565740 3.498263  0.12
H17 -4.385019 0.320271 3.856976  0.37
H18 -4.883355 -0.505039 1.192326  0.48
H19 -5.300026 -1.502445 2.681817  0.33
H20 -2.450934 -2.029223 1.837306  0.19
H21 -3.828537 -3.204087 2.094575  0.33
H22 -4.789440 -2.807812 -0.122443  0.33
H23 -3.637109 -1.383894 -0.451812  0.14
H24 -2.837740 -4.406679 -0.281493  0.36
H25 -2.973103 -3.385436 -1.767213  0.31
H26 -1.088765 -2.078771 0.221654  -0.10
H27 -0.927555 -2.389793 -1.566419  -0.04
H28 0.413810 -3.739882 0.607528  0.29
H29 -0.707026 -5.015337 -0.040527  0.40
H30 1.857705 -4.442694 -1.100751  0.43
H31 0.856118 -3.375472 -2.171565  0.12
H32 -0.608122 -5.893653 -1.981987  0.29
H33 0.423839 -5.347623 -3.413691  0.37
H34 2.487408 -6.369418 -2.490887  0.35
H35 1.179036 -7.628576 -2.580747  0.42
H36 0.339524 -7.629580 0.783866  0.23
H37 -0.059910 -8.136682 -0.909614  0.33
H38 1.322404 -8.951934 -0.010745  0.25
H39 2.696039 4.520609 -1.985894  0.43
H40 1.030493 5.471295 -3.686098  0.36
H41 -2.898407 4.329967 -5.774218  0.44
H42 -1.180237 4.989200 -5.548486  0.33
H43 -1.527256 3.269598 -5.060357  0.15
H44 -4.188625 3.551140 -3.666232  0.34
H45 -4.048473 4.747267 -2.257151  0.34
H46 -2.968767 3.310298 -2.366076  0.13
H47 -2.287300 5.337351 -0.622683  0.44
Br1 1.050364 1.531315 -0.897052  0.05
C35 0.902209 0.312976 -2.412799  -0.34
C36 -0.169803 0.765372 -3.372020  -0.58
Br2 -1.951039 0.352197 -2.695120  -0.13
H48 0.725387 -0.681050 -2.005799  -0.06
H49 1.879970 0.335300 -2.894587  0.50
H50 -0.093306 0.226448 -4.316598  0.46
H51 -0.145284 1.836468 -3.566035  0.18

Forces on atoms 1 to 6 (eV/Å):
C 0.00 0.38 0.04
C -0.41 -0.78 0.03
C 1.62 0.02 1.20
O 0.16 0.74 -1.24
C -1.65 -0.84 -0.60
C -1.87 0.87 1.12

Results
2S+1: 1
Charge: 0
E_LUMO: -0.47 eV
SMILES: CCCOCc1ccc(CCCCCCCCCCCCOC)c2c1C(=O)c1ccc(N=C(C)C)cc1C2=O.BrCCBr
Strongest force on any atom: 3.1 eV/Å